No. 1
Entry from OMol25: a structure of composition C34H38N11O2S4Y (ωB97M-V/def2-TZVPD).

```
90
Properties=species:S:1:pos:R:3:forces:R:3:mulliken_charge:R:1
Y 0.847 -0.909 -0.140 -0.15 0.18 -0.08 0.2826
C 3.459 0.579 -6.368 -0.02 -0.01 0.02 -1.6159
C 2.416 0.190 -5.351 -0.01 -0.01 0.03 0.6724
C 1.186 0.834 -5.292 -0.01 -0.04 -0.01 -1.1652
C 0.291 0.494 -4.290 0.01 0.06 -0.01 0.3017
C 0.552 -0.473 -3.325 0.00 -0.13 -0.01 -0.4632
N -0.368 -0.664 -2.259 -0.06 0.51 0.16 1.6314
C -1.627 -0.993 -2.595 0.17 -0.24 -0.04 0.0567
C -2.011 -1.450 -3.894 -0.04 0.02 -0.01 -0.7738
C -3.310 -1.747 -4.237 0.02 -0.01 0.02 -1.1911
C -4.360 -1.653 -3.321 -0.02 0.01 -0.02 0.3281
C -5.776 -2.019 -3.683 0.05 0.00 0.01 -1.5878
C -4.011 -1.273 -2.036 -0.05 -0.03 0.01 -0.4334
C -2.710 -0.949 -1.674 -0.04 -0.09 0.11 0.4443
N -2.519 -0.551 -0.317 0.02 0.03 -0.04 1.0619
C -3.381 0.166 0.426 0.00 -0.02 0.03 -0.1387
C -2.960 0.124 1.736 -0.01 -0.06 0.00 -1.4130
C -1.795 -0.647 1.694 -0.08 -0.14 0.11 -0.7544
N -1.525 -1.048 0.454 0.05 -0.01 0.12 -0.7934
C 1.802 -1.149 -3.395 -0.08 -0.15 0.00 0.1426
C 2.697 -0.792 -4.416 0.01 0.02 -0.04 -0.6120
N 2.169 -2.101 -2.470 0.02 0.16 0.12 0.7633
C 3.355 -2.803 -2.374 -0.02 -0.02 -0.04 -0.1964
C 3.293 -3.720 -1.405 -0.06 0.00 0.05 -0.8283
C 1.966 -3.597 -0.720 0.18 0.18 0.30 0.3465
N 1.248 -2.609 -1.489 -0.10 -0.55 -0.36 -1.0416
H 3.024 1.188 -7.162 0.00 0.00 0.00 0.3883
H 3.919 -0.301 -6.825 0.00 0.00 -0.01 0.3482
H 4.259 1.157 -5.898 0.00 0.00 0.00 0.2699
H 0.936 1.611 -6.007 0.01 0.00 0.01 0.2623
H -0.660 1.013 -4.226 0.02 0.01 0.04 0.4243
H -1.231 -1.558 -4.633 -0.01 0.01 -0.02 0.3726
H -3.520 -2.085 -5.249 0.02 0.01 -0.01 0.3311
H -5.996 -1.760 -4.722 -0.01 0.00 0.00 0.3751
H -6.494 -1.491 -3.052 0.00 0.00 0.00 0.3583
H -5.970 -3.091 -3.569 0.00 0.00 0.00 0.2782
H -4.779 -1.238 -1.269 0.03 0.00 0.01 0.5310
H -4.206 0.674 -0.039 0.01 -0.01 -0.02 0.4492
H -3.381 0.607 2.600 0.00 0.01 -0.01 0.4833
H -1.128 -0.890 2.505 0.04 0.04 -0.07 1.1860
H 3.668 -1.268 -4.456 -0.02 0.00 0.01 0.1277
H 4.190 -2.560 -3.010 0.02 0.03 0.03 0.2349
H 4.098 -4.359 -1.079 0.01 0.01 -0.02 0.3879
H 1.416 -4.536 -0.614 0.01 -0.04 -0.14 0.2612
N -0.363 2.236 0.903 0.21 -0.20 -0.23 0.3741
C -0.313 3.689 0.833 -0.03 0.06 0.02 -0.8362
C -1.561 4.319 0.211 -0.01 0.15 -0.01 -0.6001
C -1.507 4.464 -1.317 -0.04 0.01 -0.07 -0.6844
C -2.298 3.443 -2.130 0.00 -0.15 0.06 -0.8260
N -2.132 2.077 -1.657 -0.07 0.24 -0.17 0.3241
H -0.902 1.924 1.705 -0.01 0.02 -0.06 -0.1540
H 0.579 1.896 1.054 0.10 0.00 0.18 -0.2246
H 0.553 3.952 0.218 0.01 0.04 0.04 0.4546
H -0.146 4.148 1.817 0.00 -0.08 0.05 0.3660
H -1.651 5.317 0.650 -0.09 0.03 -0.03 0.4453
H -2.454 3.758 0.506 0.06 -0.03 0.04 0.3185
H -0.458 4.455 -1.630 -0.03 -0.09 -0.04 0.3074
H -1.902 5.444 -1.605 0.07 0.05 0.01 0.3704
H -2.023 3.590 -3.185 0.02 -0.06 -0.05 0.3039
H -3.365 3.693 -2.055 -0.02 0.02 -0.01 0.3784
H -1.181 1.862 -1.369 -0.08 0.09 0.01 -0.3006
H -2.403 1.394 -2.355 0.03 0.14 0.00 0.0169
S 2.098 -2.949 1.068 0.01 -0.03 -0.08 -0.5618
S 2.247 1.402 -1.187 -0.02 0.04 0.00 -0.1539
C 3.754 0.793 -1.592 0.01 -0.01 0.01 0.4506
N 4.806 0.387 -1.872 -0.02 0.03 0.01 -0.8423
N 1.513 -3.335 8.520 -0.06 0.01 0.06 -0.6393
C 1.097 -2.284 7.680 0.05 0.02 0.02 1.1252
C 0.125 -2.508 6.706 -0.04 -0.01 -0.02 -0.8075
C -0.290 -1.477 5.885 0.07 0.01 0.02 -0.4485
C 0.256 -0.207 6.030 -0.02 -0.04 0.10 -0.3092
C 1.206 0.029 7.008 -0.03 -0.03 0.00 -0.3315
C 1.621 -1.005 7.837 0.01 -0.02 -0.01 -0.6523
S -0.237 1.071 4.902 -0.08 -0.12 0.15 1.0001
O -1.681 1.010 4.842 0.03 0.12 0.03 -0.7419
O 0.376 2.288 5.397 -0.04 0.06 0.00 -0.7160
N 0.300 0.593 3.511 -0.12 0.07 -0.32 0.3079
C 1.581 0.670 3.132 0.20 0.01 0.15 -0.1779
S 2.894 1.337 4.099 -0.02 0.03 -0.02 -0.2281
C 4.015 0.915 2.851 -0.04 -0.02 0.06 -0.5163
C 3.360 0.350 1.822 0.04 -0.08 -0.01 -0.9810
N 1.993 0.222 1.960 -0.04 0.00 0.00 0.4339
H 1.400 -4.245 8.100 0.02 0.01 -0.02 0.2320
H 2.452 -3.218 8.868 0.01 -0.01 -0.02 0.2277
H -0.294 -3.501 6.586 0.01 0.00 -0.02 0.2582
H -1.031 -1.649 5.114 0.00 -0.02 0.01 0.3751
H 1.617 1.025 7.108 0.00 -0.02 0.00 0.5047
H 2.369 -0.824 8.601 0.00 0.00 -0.01 0.2534
H 5.069 1.109 2.945 0.00 -0.01 -0.03 0.4496
H 3.836 -0.018 0.925 -0.01 0.01 -0.04 0.3627
```
Forces are in eV/Å.

Properties
Net charge = -2
Orbital gap = 4.80 eV
Relative energy (zero: lowest compared OMol25 entry of this formula, charge and spin) = 36.66 kcal per mole
HOMO level = -0.7 eV

---

No. 2
Entry from OMol25: a structure of composition H18O9Sn in a non-equilibrium geometry (ωB97M-V/def2-TZVPD).

```
28
Properties=species:S:1:pos:R:3:forces:R:3:mulliken_charge:R:1
Sn 0.011 -0.180 0.061 -0.38 0.03 -0.05 1.5711
O -2.232 -1.464 0.292 2.22 -1.04 -0.84 -0.5115
H -2.926 -0.984 0.667 -2.02 0.82 0.76 0.2692
H -2.557 -2.106 -0.349 -0.26 -0.06 0.16 0.2835
O -2.209 1.418 -0.109 0.07 -0.15 1.12 -0.5276
H -2.993 0.941 -0.409 -0.11 0.28 0.02 0.2850
H -2.352 1.627 0.843 -0.15 -0.03 -1.03 0.3167
O 0.453 -2.336 1.405 -1.28 0.77 -0.45 -0.4499
H -0.015 -2.730 2.133 -0.72 -0.24 0.48 0.2661
H 1.302 -2.704 1.495 2.02 -0.67 0.01 0.2460
O -0.731 0.749 -2.419 3.30 0.37 1.13 -0.4762
H -0.048 1.243 -2.919 -0.40 -0.24 0.72 0.2738
H -1.412 0.771 -3.017 -3.23 -0.14 -2.12 0.2407
O 0.516 -2.188 -1.665 0.39 0.35 0.54 -0.5204
H 1.474 -2.219 -1.711 0.45 -0.29 0.34 0.2974
H 0.301 -2.278 -2.584 -0.75 -0.15 -0.96 0.2812
O -0.563 0.295 2.419 -0.59 0.24 0.64 -0.4847
H -1.148 -0.209 2.980 -0.48 -1.54 -0.11 0.2686
H -0.585 1.039 3.017 0.86 1.35 -0.07 0.2490
O 0.285 2.416 0.551 0.33 -0.03 0.27 -0.4909
H 0.113 2.999 1.300 -0.06 0.02 0.05 0.2587
H 0.852 2.940 -0.020 -0.02 0.18 -0.25 0.2387
O 2.507 -0.029 1.345 -0.46 -0.95 -0.21 -0.5293
H 3.288 -0.427 0.964 0.39 -0.89 -0.08 0.3028
H 2.770 0.866 1.257 0.03 1.87 0.31 0.2774
O 1.753 0.742 -1.528 0.28 -0.40 -1.13 -0.4836
H 1.775 0.359 -2.430 0.02 0.12 0.67 0.2995
H 2.380 1.461 -1.573 0.53 0.42 0.10 0.2484
```
Forces are in eV/Å.

Properties
Net charge = +2
Orbital gap = 10.63 eV
Relative energy (zero: lowest compared OMol25 entry of this formula, charge and spin) = 15.30 kcal per mole
HOMO level = -16.7 eV